No. 1
Density functional theory data (wB97M-V/def2-TZVPD) for C23H55GaN3OP4Se as an isolated structure at a distorted geometry.

Its total energy is -6839.55945 hartree. The net charge is +3. The HOMO energy (alpha / beta) comes out at -15.520 / -15.521 eV. The value obtained for the gap between HOMO and LUMO (alpha / beta) is 3.7 / 3.5 eV.

XYZ file:
```
88
C23H55GaN3OP4Se wB97M-V/def2-TZVPD
Ga 0.7273 -0.7372 -0.2178
P -0.6694 -2.8758 0.1735
P 2.6266 -0.9108 1.4135
P 2.1236 -1.8724 -1.8807
H -2.2110 4.1328 -7.2714
C -2.1839 3.1815 -7.8180
C -3.2372 2.3497 -7.8465
H -4.1780 2.5971 -7.3419
C -2.1742 -2.4232 1.1044
C 0.1009 -4.2114 1.1562
C -1.3502 -3.7508 -1.2789
C 3.9110 0.3908 1.2748
C 2.0189 -0.7677 3.1247
C 3.6659 -2.4168 1.4542
C 1.2680 -1.7091 -3.4837
C 2.4941 -3.6488 -1.6711
C 3.7472 -1.0748 -2.1070
H -1.2629 2.9445 -8.3670
H -3.1971 1.4093 -8.4082
H -2.7285 -1.6393 0.5714
H -1.9093 -2.0334 2.0965
H -2.8225 -3.3058 1.2118
H 0.4778 -3.8276 2.1169
H 0.9376 -4.6598 0.5991
H -0.6595 -4.9867 1.3490
H -1.9674 -3.0601 -1.8726
H -1.9823 -4.5805 -0.9203
H -0.5504 -4.1551 -1.9136
H 4.6430 0.2451 2.0861
H 3.4692 1.3926 1.3513
H 4.4356 0.3131 0.3127
H 2.8494 -0.9428 3.8254
H 1.2438 -1.5258 3.3087
H 1.5828 0.2283 3.3033
H 4.3038 -2.3556 2.3505
H 4.3120 -2.4727 0.5668
H 3.0468 -3.3231 1.5159
H 1.7827 -2.3470 -4.2191
H 1.2784 -0.6672 -3.8373
H 0.2214 -2.0328 -3.3966
H 3.1380 -3.9434 -2.5123
H 1.5854 -4.2664 -1.6879
H 3.0323 -3.8440 -0.7327
H 4.2615 -1.5729 -2.9461
H 4.3805 -1.1631 -1.2149
H 3.6119 -0.0086 -2.3444
C 0.7675 1.9421 -2.9188
C -0.5024 1.5676 -3.4003
C -0.8622 1.8346 -4.7193
C 0.0426 2.4694 -5.5754
C 1.3088 2.8433 -5.1141
C 1.6736 2.5787 -3.7979
Se 1.2454 1.7254 -1.0989
H -0.5693 -0.3343 -1.0379
H -1.2042 1.0791 -2.7243
H -1.8533 1.5565 -5.0815
H -0.2522 2.6956 -6.5973
H 2.0025 3.3468 -5.7869
H 2.6561 2.8778 -3.4291
C 0.4724 2.9681 2.5010
N -0.1828 2.1096 3.5038
C -0.3299 2.7613 4.8158
P -1.2841 1.0000 2.9034
O -0.6571 0.2181 1.7908
N -1.7874 0.1793 4.2499
C -3.0978 -0.4635 4.3300
C -0.8485 -0.2911 5.2686
N -2.7295 1.6731 2.3995
C -2.9777 1.8620 0.9685
C -3.5297 2.5155 3.2975
H 1.2930 2.4438 1.9966
H 0.8845 3.8388 3.0270
H -0.2408 3.3211 1.7413
H -1.3258 2.5656 5.2402
H 0.4378 2.4145 5.5290
H -0.1823 3.8432 4.6877
H -2.9917 -1.5593 4.3455
H -3.6105 -0.1529 5.2589
H -3.7212 -0.1854 3.4715
H 0.1966 -0.0659 5.0169
H -1.1000 0.1778 6.2371
H -0.9366 -1.3822 5.3827
H -3.4335 0.9518 0.5438
H -3.6769 2.6947 0.8324
H -2.0483 2.0819 0.4160
H -4.5261 2.0785 3.4500
H -3.0592 2.6499 4.2804
H -3.6533 3.4969 2.8191
```

Atomic partial charges in e from the Löwdin method, atoms 1 to 8: atom 1 (Ga): 0.050, atom 2 (P): 0.788, atom 3 (P): 0.785, atom 4 (P): 0.719, atom 5 (H): 0.066, atom 6 (C): -0.114, atom 7 (C): -0.053, atom 8 (H): 0.062


No. 2
Density functional theory data (wB97M-V/def2-TZVPD) for C23H55N3O2P4Tl as an isolated structure at a distorted geometry.

Its total energy is -2761.09268 hartree. The net charge is +3. The HOMO energy comes out at -14.077 eV. The value obtained for the gap between HOMO and LUMO is 3.1 eV.

XYZ file:
```
88
C23H55N3O2P4Tl wB97M-V/def2-TZVPD
Tl 0.0215 -0.1751 -0.2808
P 0.3295 -2.4260 -1.6995
P 2.6812 -0.0286 0.5788
P -2.4385 0.5157 -1.2403
H 1.7517 2.9188 -1.1635
C 0.6972 3.1300 -0.9437
C 0.2714 3.4292 0.2954
H 0.9530 3.4386 1.1534
C 0.9788 -2.0870 -3.3787
C 1.5032 -3.6519 -1.0174
C -1.1861 -3.4024 -2.0016
C 3.3080 1.4604 1.4297
C 3.3054 -1.3752 1.6498
C 3.8159 -0.1540 -0.8479
C -3.1601 2.1466 -0.8658
C -3.7543 -0.6386 -0.7247
C -2.4862 0.4407 -3.0626
H 0.0163 3.1209 -1.8042
H -0.7706 3.7003 0.4995
H 1.1231 -3.0329 -3.9229
H 1.9434 -1.5640 -3.2998
H 0.2826 -1.4489 -3.9428
H 1.4903 -4.5640 -1.6346
H 1.2036 -3.9115 0.0096
H 2.5245 -3.2437 -0.9900
H -0.9265 -4.3466 -2.5058
H -1.8961 -2.8373 -2.6239
H -1.6698 -3.6333 -1.0395
H 4.4031 1.3981 1.5163
H 2.8679 1.5204 2.4351
H 3.0316 2.3663 0.8734
H 4.3855 -1.5044 1.4820
H 2.7911 -2.3168 1.4086
H 3.1253 -1.1362 2.7075
H 4.8384 0.0439 -0.4992
H 3.5465 0.5889 -1.6087
H 3.7687 -1.1523 -1.3018
H -4.0814 2.2772 -1.4539
H -2.4476 2.9451 -1.1150
H -3.4016 2.2170 0.2048
H -4.6892 -0.3835 -1.2433
H -3.9093 -0.5652 0.3609
H -3.4784 -1.6736 -0.9662
H -3.4585 0.8158 -3.4127
H -2.3416 -0.5868 -3.4231
H -1.6924 1.0714 -3.4842
C -0.9895 0.0544 -7.2872
C -0.3695 0.3397 -8.5239
C -0.2057 1.6746 -8.8890
C -0.6856 2.7049 -8.0703
C -1.3880 2.3990 -6.8987
C -1.5880 1.0698 -6.5317
O -0.9411 -1.1802 -6.6959
H -0.5177 -1.8048 -7.3126
H -0.0024 -0.4745 -9.1532
H 0.3063 1.9172 -9.8235
H -0.5208 3.7459 -8.3487
H -1.7856 3.1904 -6.2637
H -2.1640 0.7974 -5.6488
C 0.3458 0.4497 5.3457
N -0.0372 -0.7076 4.5545
C 0.9459 -1.7913 4.5567
P -1.3191 -0.7529 3.4770
O -0.9282 -0.9096 2.0413
N -2.2392 -2.0347 3.9668
C -2.7533 -3.0452 3.0511
C -2.4563 -2.3282 5.3802
N -2.1543 0.6605 3.8339
C -3.6162 0.6253 3.9250
C -1.6464 1.8843 3.1996
H 1.2536 0.1826 5.9048
H -0.4471 0.7101 6.0592
H 0.5617 1.3173 4.7086
H 0.7031 -2.5314 5.3357
H 0.9818 -2.2944 3.5793
H 1.9369 -1.3676 4.7840
H -2.0295 -3.2492 2.2508
H -2.9116 -3.9685 3.6257
H -3.7125 -2.7311 2.6089
H -2.3119 -3.4053 5.5302
H -1.7321 -1.7904 6.0002
H -3.4785 -2.0532 5.6846
H -3.9510 0.6245 4.9712
H -4.0390 1.5113 3.4290
H -4.0085 -0.2766 3.4363
H -1.4092 2.6311 3.9701
H -0.7458 1.6764 2.6058
H -2.4101 2.3096 2.5247
```

Atomic partial charges in e from the Löwdin method, atoms 1 to 8: atom 1 (Tl): 0.687, atom 2 (P): 0.727, atom 3 (P): 0.780, atom 4 (P): 0.772, atom 5 (H): 0.055, atom 6 (C): -0.088, atom 7 (C): -0.055, atom 8 (H): 0.062


No. 3
Density functional theory data (wB97M-V/def2-TZVPD) for C23H55NNb as an isolated structure at a distorted geometry.

Its total energy is -1020.73580 hartree. The net charge is -1. The HOMO energy comes out at -4.386 eV. The value obtained for the gap between HOMO and LUMO is 7.0 eV.

XYZ file:
```
80
C23H55NNb wB97M-V/def2-TZVPD
C -1.3026 5.8586 -2.7776
C -0.4165 4.8699 -2.7892
C 0.3725 3.4530 -2.5862
C -0.3866 2.5250 -1.4895
C 0.3596 2.4481 -0.0534
Nb -0.2562 4.1219 1.3986
N 1.1749 5.4221 0.4581
H -2.1818 6.5768 -2.5397
H 1.4791 3.6465 -2.3417
H 0.2624 2.8918 -3.6055
H -1.4664 2.9304 -1.3759
H -0.4507 1.4370 -1.9121
H 1.5203 2.4706 -0.1232
H 0.0793 1.4324 0.4533
H 0.9618 3.4970 2.6104
H -0.7179 5.4142 2.6343
H -1.5561 4.7488 0.2999
H -1.4877 3.0059 2.1251
H 1.9758 5.6062 1.1007
H 0.7007 6.3398 0.3064
C -3.1147 2.6404 -5.5872
C -3.0752 1.1238 -5.7018
C -1.6576 0.5725 -5.8648
C -0.9267 1.0281 -7.1326
C -1.6391 0.6959 -8.4459
C -1.8060 -0.7995 -8.6710
H -2.7242 3.1255 -6.4853
H -4.1444 2.9824 -5.4465
H -2.5265 2.9803 -4.7283
H -3.7114 0.8011 -6.5330
H -3.5150 0.6920 -4.7962
H -1.6996 -0.5218 -5.8386
H -1.0587 0.8694 -4.9951
H 0.0692 0.5686 -7.1426
H -0.7559 2.1092 -7.0886
H -1.0554 1.1122 -9.2738
H -2.6180 1.1865 -8.4860
H -0.8338 -1.3004 -8.6878
H -2.2977 -0.9838 -9.6306
H -2.4187 -1.2613 -7.8930
C -3.8309 -2.4405 4.0462
C -3.3600 -1.0813 4.5423
C -2.7899 -0.2012 3.4281
C -1.5430 -0.7599 2.7349
C -0.3602 -1.0478 3.6627
C 0.1681 0.1986 4.3566
H -3.0109 -3.0222 3.6180
H -4.2523 -3.0203 4.8733
H -4.6085 -2.3269 3.2834
H -2.6226 -1.2167 5.3404
H -4.2097 -0.5604 4.9976
H -2.5681 0.7889 3.8394
H -3.5655 -0.0422 2.6687
H -1.2254 -0.0461 1.9656
H -1.8024 -1.6803 2.1992
H 0.4485 -1.4887 3.0699
H -0.6340 -1.7998 4.4122
H 0.4963 0.9399 3.6240
H 1.0251 -0.0559 4.9879
H -0.5882 0.6580 4.9975
C 2.6753 -3.4084 5.5294
C 3.7682 -2.7757 4.6807
C 3.5375 -2.9513 3.1787
C 3.5263 -4.4039 2.6900
C 4.7973 -5.2002 2.9958
C 6.0354 -4.6267 2.3228
H 2.6174 -4.4890 5.3767
H 2.8723 -3.2334 6.5913
H 1.6988 -2.9734 5.2912
H 4.7419 -3.1849 4.9706
H 3.8095 -1.7041 4.9040
H 4.3037 -2.3875 2.6361
H 2.5800 -2.4889 2.9099
H 3.3596 -4.4035 1.6061
H 2.6687 -4.9299 3.1236
H 4.6551 -6.2295 2.6499
H 4.9605 -5.2618 4.0776
H 5.9126 -4.6069 1.2363
H 6.9092 -5.2432 2.5528
H 6.2496 -3.6112 2.6644
```

Atomic partial charges in e from the Löwdin method, atoms 1 to 8: atom 1 (C): 0.004, atom 2 (C): -0.133, atom 3 (C): -0.216, atom 4 (C): -0.332, atom 5 (C): -0.471, atom 6 (Nb): 1.017, atom 7 (N): -0.314, atom 8 (H): 0.040


No. 4
Density functional theory data (wB97M-V/def2-TZVPD) for C23H56BBr2N4O5S2 as an isolated structure.

Its total energy is -7474.50305 hartree. The net charge is -1. The HOMO energy comes out at -5.930 eV. The value obtained for the gap between HOMO and LUMO is 8.2 eV.

XYZ file:
```
93
C23H56BBr2N4O5S2 wB97M-V/def2-TZVPD
C 5.5052 -1.9616 3.9945
C 5.3196 -0.5970 4.6792
B 3.8158 -0.2876 4.9810
O 3.0229 -1.1955 5.5911
S 3.0275 1.3641 4.5624
O 3.1427 2.1420 5.7852
O 3.6351 1.9463 3.3797
N 1.5326 0.8114 4.2957
S 0.3945 1.7130 3.6696
O 0.2800 3.0161 4.2692
O 0.2931 1.6457 2.2330
C -0.9976 0.7470 4.3320
Br -2.6418 1.5379 3.6642
C -1.0197 -0.7682 4.0370
C -0.2288 -1.2715 2.8427
Br -0.4770 -1.7486 5.6440
H 5.2653 -1.9017 2.9321
H 4.8756 -2.7030 4.4844
H 6.5409 -2.3009 4.0612
H 5.8236 -0.6317 5.6539
H 5.8001 0.2083 4.1237
H 2.0838 -0.9616 5.4558
H -0.9910 0.9284 5.4006
H -2.0579 -1.0404 3.8779
H -0.3579 -2.3529 2.7771
H -0.6205 -0.8257 1.9297
H 0.8308 -1.0597 2.9325
C -3.9619 -1.2018 1.5347
C -4.8218 -0.8252 0.3405
N -6.1939 -1.2951 0.4434
C -6.9266 -1.1957 -0.8047
C -7.1681 0.1986 -1.3981
C -6.9033 -0.8815 1.6426
C -7.0074 0.6211 1.9339
H -4.0010 -2.2779 1.7181
H -2.9266 -0.9208 1.3412
H -4.2697 -0.6829 2.4411
H -4.3934 -1.2753 -0.5588
H -4.7612 0.2652 0.1962
H -7.8883 -1.7007 -0.6722
H -6.3791 -1.7888 -1.5453
H -7.9176 0.7589 -0.8401
H -7.5312 0.1018 -2.4242
H -6.2509 0.7888 -1.4296
H -6.4199 -1.3587 2.4983
H -7.9058 -1.3166 1.5984
H -6.0464 1.1229 1.8135
H -7.3241 0.7719 2.9678
H -7.7347 1.1199 1.2939
C -4.7134 3.4723 -5.5128
C -4.6201 2.2192 -4.6556
N -4.3866 1.0147 -5.4343
C -4.5958 -0.2076 -4.6780
C -3.6695 -0.4923 -3.4912
C -3.2149 1.0412 -6.2942
C -1.8521 1.3146 -5.6458
H -5.4523 3.3422 -6.3051
H -5.0157 4.3191 -4.8954
H -3.7576 3.7289 -5.9711
H -5.5693 2.0816 -4.1300
H -3.8587 2.3802 -3.8765
H -4.5545 -1.0487 -5.3764
H -5.6263 -0.1811 -4.3080
H -2.6715 -0.7944 -3.8059
H -4.0837 -1.3125 -2.9010
H -3.5772 0.3696 -2.8293
H -3.3824 1.7968 -7.0662
H -3.1801 0.0883 -6.8291
H -1.8923 2.1605 -4.9583
H -1.1211 1.5583 -6.4194
H -1.4709 0.4542 -5.0985
C 8.0348 -2.9171 -0.6025
C 7.2652 -1.7200 -0.0654
N 8.0587 -0.5056 -0.0099
C 7.4289 0.5552 0.7644
C 6.1017 1.1300 0.2580
C 8.6707 -0.1012 -1.2626
C 7.7557 0.1231 -2.4744
H 8.9607 -3.0616 -0.0434
H 7.4287 -3.8187 -0.5022
H 8.2837 -2.8072 -1.6592
H 6.9409 -1.9389 0.9552
H 6.3451 -1.5946 -0.6581
H 8.1504 1.3688 0.8802
H 7.2593 0.1675 1.7739
H 6.2297 1.7679 -0.6166
H 5.6476 1.7383 1.0424
H 5.3866 0.3447 0.0110
H 9.4134 -0.8567 -1.5349
H 9.2447 0.8085 -1.0679
H 7.0393 -0.6908 -2.5957
H 8.3582 0.1670 -3.3848
H 7.1983 1.0555 -2.4056
```

Atomic partial charges in e from the Löwdin method, atoms 1 to 8: atom 1 (C): -0.112, atom 2 (C): -0.161, atom 3 (B): -0.515, atom 4 (O): 0.112, atom 5 (S): 0.565, atom 6 (O): -0.330, atom 7 (O): -0.347, atom 8 (N): -0.360


Which formula does entry 2 have? C23H55N3O2P4Tl


Which value of net charge does entry 1 give? +3


net charge of number 2 (C23H55N3O2P4Tl)? +3


Which value of net charge does entry 2 give? +3